Formula: C42H98N6O10
Source: the Open Molecules 2025 dataset
Level of theory: ωB97M-V/def2-TZVPD

Results
Energy = -74543.43554 eV
SMILES = CC1(C)CCCC(C)(C)N1O.CC1(C)CCCC(C)(C)N1O.COCCNCCOC.COCCNCCOC.COCCNCCOC.COCCNCCOC
Energy above the lowest of the compared OMol25 structures with the same formula, charge and spin = 167.38 kcal per mole

Last column: Löwdin charge in e.
Geometry (Å):
C (11.07246, 5.87549, -19.21869)  -0.042
C (11.18932, 6.42239, -20.64655)  -0.511
C (12.70607, 6.33272, -21.00272)  -0.112
C (13.08897, 4.92747, -21.62101)  -0.176
C (12.19543, 4.44072, -22.77440)  -0.122
C (10.67908, 4.40542, -22.31948)  -0.498
N (10.35087, 5.73112, -21.67656)  -0.064
O (9.02313, 5.66433, -21.21184)  -0.033
C (9.81214, 4.02315, -23.50819)  -0.031
C (10.62446, 3.24483, -21.31003)  -0.057
C (10.85008, 7.89583, -20.63857)  -0.045
H (10.10901, 5.99294, -18.72263)  0.080
H (11.75511, 6.35460, -18.51689)  0.086
H (11.25665, 4.80225, -19.17046)  0.065
H (12.88816, 7.08645, -21.76877)  0.108
H (13.40249, 6.52168, -20.18578)  0.115
H (13.19533, 4.23741, -20.78399)  0.093
H (14.08429, 4.87308, -22.06201)  0.101
H (12.52491, 3.50086, -23.21737)  0.123
H (12.09258, 5.28589, -23.45501)  0.113
H (8.79063, 4.30820, -23.25646)  0.075
H (10.01724, 4.71115, -24.32836)  0.090
H (9.74956, 2.93859, -23.59720)  0.088
H (9.65930, 3.14991, -20.81249)  0.079
H (10.90895, 2.29544, -21.76370)  0.088
H (11.37186, 3.29249, -20.51805)  0.057
H (9.85402, 8.07375, -20.23319)  0.087
H (10.91333, 8.29408, -21.65124)  0.086
H (11.67153, 8.38428, -20.11442)  0.087
H (8.90490, 4.88147, -20.66892)  0.071
C (2.42045, 9.67768, -26.77933)  -0.024
C (1.37012, 8.52361, -27.27089)  -0.450
C (-0.04046, 9.17532, -27.12316)  -0.144
C (-0.40172, 10.15297, -28.27034)  -0.157
C (-0.16362, 9.55905, -29.74554)  -0.131
C (1.23081, 8.97659, -29.82366)  -0.493
N (1.63401, 8.10310, -28.69025)  -0.100
O (2.96279, 7.63756, -28.81007)  -0.017
C (1.09031, 8.15308, -31.06448)  -0.071
C (2.27322, 10.20012, -29.93146)  -0.004
C (1.44034, 7.37615, -26.31680)  -0.068
H (2.26472, 10.69457, -27.13961)  0.057
H (3.48850, 9.48798, -26.88606)  0.072
H (2.11550, 9.80336, -25.74044)  0.070
H (-0.74613, 8.36734, -26.93007)  0.107
H (-0.27650, 9.78894, -26.25376)  0.113
H (0.21186, 11.04769, -28.16495)  0.086
H (-1.43255, 10.48510, -28.14715)  0.101
H (-0.22828, 10.52519, -30.24604)  0.116
H (-0.99171, 8.88858, -29.97539)  0.117
H (0.72293, 8.75905, -31.89268)  0.087
H (2.06500, 7.80347, -31.40488)  0.081
H (0.43315, 7.28524, -31.00887)  0.090
H (2.29628, 10.39312, -31.00398)  0.076
H (1.88824, 11.11612, -29.48333)  0.056
H (3.21993, 10.21495, -29.39142)  0.071
H (2.44734, 7.07859, -26.02437)  0.086
H (0.84810, 6.52724, -26.65843)  0.085
H (0.85301, 7.46429, -25.40281)  0.083
H (2.96048, 6.68579, -28.93555)  0.103
C (1.39103, 5.48979, -14.91174)  -0.102
O (1.23505, 6.88555, -14.83826)  -0.168
C (1.70696, 7.54190, -15.97351)  -0.284
C (3.18161, 7.88006, -15.92901)  -0.169
N (3.42903, 8.80023, -14.73543)  -0.048
C (2.87177, 10.16131, -14.91957)  -0.208
C (3.92123, 11.17425, -14.35491)  -0.190
O (4.05051, 11.00821, -12.94140)  -0.163
C (2.88204, 11.27584, -12.21773)  -0.143
H (0.65589, 4.90599, -15.46567)  0.091
H (1.21730, 5.21764, -13.87066)  0.090
H (2.43300, 5.24759, -15.12090)  0.086
H (1.10918, 8.40896, -16.25450)  0.116
H (1.56624, 7.07848, -16.95001)  0.118
H (3.50584, 8.37355, -16.84523)  0.115
H (3.72200, 6.93884, -15.82814)  0.102
H (2.84393, 8.37581, -14.03001)  0.083
H (1.84455, 10.17491, -14.55526)  0.102
H (2.73623, 10.25523, -15.99703)  0.105
H (3.80616, 12.18158, -14.75508)  0.110
H (4.89397, 10.91797, -14.77467)  0.116
H (2.98233, 11.09316, -11.14783)  0.081
H (2.06115, 10.62789, -12.52501)  0.075
H (2.51962, 12.27318, -11.96860)  0.083
C (-6.90426, 3.43612, -32.76910)  -0.128
O (-6.75598, 3.70109, -31.42700)  -0.215
C (-5.90825, 4.76269, -30.98374)  -0.228
C (-5.52211, 4.61988, -29.52806)  -0.192
N (-5.03568, 3.27932, -29.03475)  -0.053
C (-3.67443, 2.90154, -29.49526)  -0.180
C (-3.17074, 1.79523, -28.48731)  -0.153
O (-3.96463, 0.57392, -28.76479)  -0.215
C (-3.44901, -0.63318, -28.25604)  -0.139
H (-7.31422, 4.36648, -33.16211)  0.084
H (-7.58873, 2.59221, -32.85503)  0.095
H (-5.94251, 3.26672, -33.25331)  0.084
H (-6.38760, 5.70478, -31.24982)  0.121
H (-5.00397, 4.72134, -31.59092)  0.110
H (-6.46381, 4.66071, -28.98068)  0.108
H (-5.05285, 5.57928, -29.31024)  0.116
H (-5.70236, 2.55614, -29.26419)  0.099
H (-3.13406, 3.84560, -29.42569)  0.109
H (-3.63876, 2.65303, -30.55595)  0.111
H (-3.21861, 1.87169, -27.40105)  0.117
H (-2.12899, 1.71707, -28.79838)  0.102
H (-4.27373, -1.34586, -28.25928)  0.078
H (-3.24241, -0.61375, -27.18597)  0.084
H (-2.73468, -1.13110, -28.91171)  0.085
C (-1.98684, -12.78624, -18.60950)  -0.059
O (-2.15566, -14.26441, -18.46594)  -0.202
C (-1.19630, -14.72717, -17.57546)  -0.279
C (-1.19878, -16.26004, -17.55101)  -0.178
N (-2.11810, -17.00885, -16.61539)  -0.064
C (-3.54738, -16.53583, -16.68267)  -0.180
C (-4.52360, -17.57286, -16.00895)  -0.163
O (-4.60667, -17.35725, -14.55111)  -0.197
C (-3.90413, -18.34728, -13.83531)  -0.142
H (-2.91043, -12.52203, -19.12457)  0.084
H (-1.10910, -12.55208, -19.21185)  0.080
H (-1.88805, -12.18258, -17.70732)  0.082
H (-1.42930, -14.34007, -16.58351)  0.121
H (-0.24798, -14.28590, -17.88217)  0.114
H (-0.17557, -16.50806, -17.26880)  0.108
H (-1.46261, -16.59105, -18.55546)  0.114
H (-2.11332, -17.94897, -16.98449)  0.085
H (-3.81516, -16.21500, -17.68937)  0.102
H (-3.57053, -15.57720, -16.16443)  0.108
H (-4.43096, -18.57418, -16.42951)  0.115
H (-5.56752, -17.28479, -16.13281)  0.113
H (-4.01991, -18.11320, -12.77705)  0.085
H (-2.84777, -18.44727, -14.08474)  0.076
H (-4.30350, -19.34330, -14.02648)  0.076
C (0.71389, -2.70329, -19.88790)  -0.111
O (1.96736, -2.02039, -19.71368)  -0.199
C (2.72952, -1.66513, -20.86310)  -0.176
C (3.68938, -2.88620, -21.17367)  -0.177
N (2.94763, -4.16666, -21.38901)  -0.048
C (3.79440, -5.36995, -21.64729)  -0.178
C (4.26998, -5.95121, -20.34506)  -0.272
O (3.24148, -6.06409, -19.40878)  -0.180
C (3.52875, -6.65629, -18.15418)  -0.103
H (0.28318, -2.58737, -20.88246)  0.085
H (-0.11004, -2.33899, -19.27428)  0.075
H (0.70258, -3.75395, -19.59794)  0.076
H (3.23015, -0.71737, -20.66508)  0.116
H (2.01602, -1.56513, -21.68104)  0.108
H (4.38034, -3.08204, -20.35372)  0.105
H (4.27190, -2.63196, -22.05918)  0.106
H (2.53349, -4.30658, -20.47851)  0.053
H (4.73888, -5.01165, -22.05678)  0.116
H (3.35003, -6.24771, -22.11650)  0.115
H (5.12568, -5.38784, -19.97291)  0.120
H (4.59064, -6.94637, -20.65319)  0.120
H (2.70101, -6.74768, -17.45090)  0.090
H (4.43351, -6.30570, -17.65760)  0.082
H (3.92288, -7.66897, -18.23928)  0.075



Formula: C43H102NO11S
Source: the Open Molecules 2025 dataset
Level of theory: ωB97M-V/def2-TZVPD

Results
Energy = -81084.45301 eV
Charge = +1

Last column: Löwdin charge in e.
Geometry (Å):
C (3.01207, 0.14551, 0.60512)  -0.095
C (2.98708, 1.65084, 0.33850)  -0.227
C (1.68266, 2.30427, 0.84929)  -0.221
C (1.87091, 3.62738, 1.62450)  -0.174
C (0.76200, 4.63266, 1.29163)  -0.201
C (-0.64231, 4.05090, 1.45367)  -0.206
C (-1.70913, 5.15767, 1.68219)  -0.183
C (-2.76012, 5.20500, 0.57847)  -0.211
C (-3.70833, 3.99622, 0.59510)  -0.164
C (-4.30892, 3.73344, -0.80330)  -0.130
C (-3.67620, 2.57685, -1.50829)  -0.156
C (-2.32403, 2.57775, -1.84698)  0.053
C (-1.78891, 1.48165, -2.48045)  0.028
C (-2.55963, 0.36835, -2.81228)  -0.167
C (-1.91527, -0.77702, -3.52550)  -0.101
C (-1.86166, -2.12187, -2.75709)  -0.167
C (-1.97406, -1.99871, -1.24887)  -0.144
C (-0.97109, -1.07526, -0.57566)  -0.216
O (-1.70176, -0.24191, 0.30866)  -0.194
C (-0.82751, 0.59563, 1.06307)  -0.085
N (-3.86560, 0.39704, -2.48496)  -0.008
C (-4.76957, -0.71792, -2.83121)  -0.378
S (-5.95112, -1.20204, -1.54192)  0.939
C (-5.17984, -1.00551, 0.07996)  -0.532
C (-6.25634, -0.55979, 1.08191)  -0.148
C (-4.41443, 1.46195, -1.85047)  0.014
H (2.48205, -0.40286, -0.17330)  0.054
H (2.54596, -0.10912, 1.55388)  0.071
H (4.02693, -0.24108, 0.61404)  0.066
H (2.98531, 1.75100, -0.74492)  0.097
H (3.88008, 2.13099, 0.71759)  0.084
H (1.00732, 2.43259, 0.00654)  0.086
H (1.20512, 1.59163, 1.51865)  0.069
H (2.84945, 4.02293, 1.37626)  0.106
H (1.77841, 3.41729, 2.68582)  0.114
H (0.84619, 5.46573, 1.98360)  0.108
H (0.88443, 4.95742, 0.25923)  0.117
H (-0.69548, 3.35800, 2.29249)  0.110
H (-0.94400, 3.49240, 0.56689)  0.070
H (-2.22257, 4.96593, 2.61568)  0.083
H (-1.19866, 6.11506, 1.69401)  0.107
H (-3.34845, 6.10784, 0.72668)  0.116
H (-2.26571, 5.32153, -0.38835)  0.104
H (-4.52741, 4.27733, 1.24563)  0.116
H (-3.19178, 3.12617, 0.98991)  0.105
H (-4.17387, 4.63492, -1.39359)  0.125
H (-5.38248, 3.56608, -0.75780)  0.116
H (-1.68958, 3.42031, -1.62355)  0.126
H (-0.74701, 1.47837, -2.75302)  0.132
H (-0.92273, -0.46294, -3.81326)  0.119
H (-2.44701, -0.96246, -4.45938)  0.124
H (-2.66337, -2.77069, -3.09317)  0.103
H (-0.94217, -2.61268, -3.05386)  0.110
H (-2.97185, -1.71056, -0.94013)  0.075
H (-1.83054, -2.99817, -0.83981)  0.122
H (-0.45818, -0.44233, -1.31116)  0.112
H (-0.18577, -1.60220, -0.02974)  0.111
H (-1.43963, 1.28140, 1.63557)  0.084
H (-0.21180, -0.00898, 1.72865)  0.096
H (-0.17752, 1.14239, 0.38206)  0.046
H (-4.23775, -1.59429, -3.16140)  0.063
H (-5.38156, -0.38553, -3.66426)  0.091
H (-4.38341, -0.26496, 0.07312)  0.052
H (-4.73062, -1.92809, 0.42524)  0.070
H (-5.82011, 0.07944, 1.83907)  0.073
H (-6.65987, -1.42873, 1.59163)  0.074
H (-7.07290, -0.04678, 0.58928)  0.056
H (-5.46486, 1.43386, -1.61718)  0.131
C (-1.94674, 4.33756, 6.99197)  -0.086
C (-2.83975, 5.12634, 6.05643)  -0.305
O (-2.93944, 4.47806, 4.78536)  -0.104
H (-0.95315, 4.22335, 6.55608)  0.076
H (-1.84922, 4.83138, 7.95955)  0.077
H (-2.34840, 3.33440, 7.15810)  0.060
H (-2.42771, 6.11678, 5.87103)  0.112
H (-3.84030, 5.24674, 6.48277)  0.110
H (-3.31215, 3.60424, 4.93826)  0.078
C (0.73704, -5.40933, 1.29570)  -0.086
C (1.14745, -4.38295, 2.33219)  -0.308
O (0.60889, -3.09616, 2.02210)  -0.100
H (1.06980, -5.08965, 0.30678)  0.057
H (1.16614, -6.38830, 1.51200)  0.079
H (-0.35079, -5.51187, 1.25787)  0.073
H (2.22956, -4.26866, 2.35174)  0.110
H (0.81938, -4.68583, 3.33106)  0.111
H (-0.34985, -3.17899, 2.01877)  0.073
C (-7.54405, 0.73844, -6.75543)  -0.089
C (-6.19626, 0.62019, -7.44563)  -0.319
O (-5.32177, 1.67906, -7.05175)  -0.084
H (-8.00498, 1.69871, -6.98390)  0.080
H (-8.21948, -0.05885, -7.06717)  0.078
H (-7.41917, 0.68585, -5.66937)  0.060
H (-6.31195, 0.69117, -8.52472)  0.114
H (-5.72383, -0.34219, -7.21793)  0.103
H (-5.20851, 1.62723, -6.09907)  0.059
C (0.79091, -3.28065, -6.23036)  -0.084
C (-0.37165, -4.24531, -6.10548)  -0.307
O (-1.57120, -3.55531, -5.73962)  -0.096
H (0.94725, -2.75571, -5.28724)  0.059
H (1.71254, -3.80026, -6.49222)  0.080
H (0.58581, -2.52966, -6.99803)  0.074
H (-0.17884, -4.97841, -5.32377)  0.100
H (-0.53485, -4.78205, -7.04463)  0.112
H (-1.75432, -2.91434, -6.43336)  0.078
C (6.14224, 1.18121, -3.05280)  -0.083
C (6.29689, 2.33000, -2.07514)  -0.295
O (6.09679, 1.89895, -0.72638)  -0.105
H (5.15267, 0.73214, -2.95710)  0.068
H (6.27589, 1.52167, -4.07997)  0.078
H (6.87828, 0.39964, -2.85152)  0.076
H (5.55066, 3.09939, -2.26440)  0.114
H (7.28743, 2.78456, -2.17012)  0.112
H (6.75359, 1.21778, -0.54167)  0.092
C (3.64837, -3.63656, -0.95624)  -0.077
C (2.84367, -2.95296, -2.04401)  -0.324
O (2.89219, -3.67176, -3.27198)  -0.084
H (4.69140, -3.73735, -1.25600)  0.080
H (3.60517, -3.06646, -0.02598)  0.067
H (3.26422, -4.64155, -0.76600)  0.067
H (3.24268, -1.95906, -2.24482)  0.103
H (1.79659, -2.84479, -1.72950)  0.096
H (2.52916, -4.55087, -3.10994)  0.070
C (8.62817, 3.75527, 2.06242)  -0.090
C (7.88266, 2.55921, 2.62668)  -0.324
O (6.54918, 2.48743, 2.13360)  -0.095
H (8.10295, 4.67835, 2.30825)  0.076
H (9.64226, 3.81187, 2.46096)  0.074
H (8.68890, 3.69265, 0.97307)  0.068
H (7.81041, 2.63245, 3.71077)  0.109
H (8.41359, 1.63023, 2.38624)  0.106
H (6.59037, 2.40913, 1.17164)  0.029
C (-0.92548, -0.08593, 6.12032)  -0.092
C (-1.60824, -0.12635, 7.47380)  -0.313
O (-2.84774, 0.58521, 7.46409)  -0.094
H (-0.74637, 0.94715, 5.81674)  0.073
H (0.02822, -0.61124, 6.14336)  0.045
H (-1.56235, -0.54614, 5.35715)  0.068
H (-0.98659, 0.34982, 8.22982)  0.113
H (-1.78788, -1.16196, 7.78161)  0.109
H (-3.41358, 0.17107, 6.80634)  0.073
C (4.45179, -1.14301, 6.43766)  -0.090
C (3.42554, -0.05513, 6.69137)  -0.307
O (2.11213, -0.59301, 6.85976)  -0.103
H (4.18344, -1.71876, 5.55134)  0.073
H (5.44523, -0.71766, 6.29166)  0.075
H (4.49546, -1.83707, 7.28023)  0.073
H (3.37209, 0.62476, 5.84282)  0.112
H (3.69595, 0.52618, 7.57820)  0.110
H (2.13658, -1.18789, 7.61623)  0.085
C (1.32796, -8.15415, -5.29673)  -0.085
C (2.36010, -8.14227, -4.18511)  -0.311
O (1.88937, -7.41333, -3.04802)  -0.096
H (1.08308, -7.13417, -5.59602)  0.056
H (1.69024, -8.69594, -6.17094)  0.078
H (0.40302, -8.62691, -4.95796)  0.076
H (3.27455, -7.65161, -4.51290)  0.112
H (2.61172, -9.16278, -3.88206)  0.110
H (1.08749, -7.84577, -2.73957)  0.077



The lowest energy belongs to which entry? C43H102NO11S



The lowest energy belongs to which entry? C43H102NO11S



Which value of energy does entry 2 give? -81084.45301 eV



The lowest energy belongs to which entry? C43H102NO11S